Density functional theory data (ωB97M-V/def2-TZVPD) for a cluster of 2 separate species, CH4NO2S in total in a non-equilibrium geometry.

XYZ file:
```
9
Properties=species:S:1:pos:R:3:forces:R:3:lowdin_charge:R:1
S -0.3161 0.6260 -2.2197 -0.5372 0.0849 -1.1312 0.06
H -1.3537 1.4975 -2.2695 0.2915 -0.2702 0.1434 -0.36
N -0.3626 -0.9695 0.6319 -0.4145 0.4938 -1.3856 0.12
C 0.5095 -0.0664 1.1553 1.4238 -0.2098 -0.4965 -0.70
O 0.9204 0.9218 0.3232 0.5175 -0.2753 2.6617 -0.03
O 0.9954 -0.2286 2.2671 -0.2789 0.6216 -0.0718 -0.01
H -0.4601 -1.8502 1.1056 0.1115 0.1534 -0.0291 0.09
H -0.4866 -0.8779 -0.3948 -0.3253 -0.2542 0.7714 -0.01
H 0.5539 0.9472 -0.5992 -0.7886 -0.3442 -0.4623 -0.16
```
Forces are in eV/Å.

Total charge: -1
E_HOMO, eV: -3.9